C4H16N8NiO8P as an isolated structure, computed with ωB97M-V with the def2-TZVPD basis set.

The multiplicity is 3. The calculation puts the gap between HOMO and LUMO (spin up / spin down) at 7.77 / 7.75 eV. The value obtained for the LUMO energy (spin up / spin down) is 2.62 / 2.61 eV. Its net charge is -1. The expectation value of S² is 2.003.

Cartesian coordinates (Å):
Ni  0.272  -0.337  0.108
P  -2.125  0.902  0.797
O  -1.643  -0.468  0.647
O  -3.487  1.240  -0.417
O  -1.030  1.936  0.582
O  -2.600  1.145  2.160
C  0.442  0.516  3.155
O  0.756  0.157  2.041
N  -0.759  0.436  3.764
N  1.630  1.119  3.982
H  -0.637  0.680  4.755
H  -1.947  0.783  2.982
H  1.881  2.100  4.040
H  2.397  0.716  3.478
C  -0.494  0.079  -2.667
O  0.302  -0.383  -1.766
N  -0.151  -0.096  -4.048
N  -1.708  0.555  -2.575
H  0.479  -0.771  -4.452
H  -0.820  -0.029  -4.743
H  -2.832  1.064  -1.097
H  -2.103  0.780  -3.520
C  1.637  1.939  -1.285
O  1.946  1.270  -0.331
N  2.561  2.154  -2.242
N  0.589  2.785  -1.215
H  3.357  1.551  -2.243
H  2.223  2.554  -3.112
H  0.369  3.362  -2.004
H  -0.122  2.538  -0.448
C  0.428  -3.383  0.624
O  0.886  -2.313  0.207
N  -0.450  -3.474  1.608
N  0.649  -4.501  -0.150
H  -0.860  -2.627  1.993
H  -1.123  -4.277  1.688
H  0.606  -5.335  0.408
H  1.481  -4.367  -0.701

***

A 3-piece molecular cluster, C4H16NO2 overall, computed with ωB97M-V with the def2-TZVPD basis set.

The multiplicity is 2. The calculation puts the gap between HOMO and LUMO (spin up / spin down) at 3.50 / 12.20 eV. The value obtained for the LUMO energy (spin up / spin down) is 0.85 / 0.70 eV. Its net charge is 0. The expectation value of S² is 0.750.

Cartesian coordinates (Å):
C  -0.149  -1.016  -0.552
C  1.232  -1.026  0.103
C  1.196  -1.106  1.652
C  1.131  0.223  2.357
N  -0.859  0.310  -0.665
H  -0.830  -1.680  -0.027
H  -0.040  -1.360  -1.582
H  1.840  -0.199  -0.272
H  1.705  -1.928  -0.287
H  2.034  -1.740  1.945
H  0.321  -1.724  1.870
H  0.164  0.724  2.249
H  1.121  0.197  3.460
H  2.005  0.828  2.122
H  -0.758  0.794  0.247
H  -0.400  0.832  -1.447
H  -1.850  0.255  -0.958
H  1.323  3.486  -1.738
H  1.853  2.380  -2.663
O  1.286  2.556  -1.916
H  -3.969  -0.428  -2.055
H  -4.598  -0.073  -0.728
O  -3.757  -0.307  -1.115

***

A 3-piece molecular cluster, C4H16NO2 overall, computed with ωB97M-V with the def2-TZVPD basis set.

The calculation puts the gap between HOMO and LUMO at 12.43 eV. The value obtained for the LUMO energy is -2.90 eV. Its net charge is +1.

Cartesian coordinates (Å):
C  -0.665  0.126  -2.040
C  0.427  0.234  -1.008
C  0.593  1.722  -0.546
C  2.061  2.154  -0.402
N  -0.012  -0.540  0.228
H  -0.389  0.774  -2.868
H  -1.657  0.395  -1.675
H  -0.798  -0.871  -2.472
H  1.385  -0.182  -1.313
H  0.226  2.319  -1.376
H  0.148  1.879  0.430
H  2.706  1.432  0.097
H  2.556  2.509  -1.303
H  2.123  2.991  0.299
H  0.660  -1.006  0.843
H  -0.644  0.035  0.793
H  -0.660  -1.310  0.030
H  -2.821  -0.223  2.568
H  -2.491  1.099  1.943
O  -2.302  0.156  1.847
H  -0.139  -3.338  1.994
H  0.576  -3.916  0.705
O  0.354  -3.118  1.198

***

no.,E_tot (eV),molar mass (g/mol)
1,-83047.877,393.89
2,-9989.362,110.18
3,-9986.740,110.18